(1)
Density functional theory data (wB97M-V/def2-TZVPD) for the ion C3H12N7 with charge +1 in a non-equilibrium geometry.

Computed properties:
SMILES string: NC(N)=NC(N)(N)NC=[NH2+]
ΔE to the lowest compared entry with this formula, charge and spin: 2.414 eV
frontier orbital gap: 9.7 eV
DFT total energy: -504.56430 Eh
charge: +1

```
22
Properties=species:S:1:pos:R:3:forces:R:3:nbo_charge:R:1
N -1.875971 -0.336805 -0.113547 -0.5 0.2 0.7 -0.564
N 2.388954 -0.663789 0.113332 -1.4 0.4 0.1 -0.798
N -0.079175 -1.370466 -1.164634 1.0 -2.8 0.2 -0.859
N 2.429939 1.677357 -0.057514 1.5 -1.8 -0.2 -0.797
N -1.735450 1.946779 -0.017644 0.4 0.5 0.7 -0.721
N -0.258232 -1.432781 1.238803 0.2 -0.5 -0.5 -0.850
N 0.390377 0.636169 0.000718 -1.3 -1.6 0.9 -0.686
C -2.426965 0.845868 -0.008442 3.5 1.5 -0.8 0.398
C -0.466752 -0.766803 0.055408 1.4 4.1 -1.9 0.571
C 1.672876 0.517332 0.025004 -0.1 -0.4 0.2 0.629
H -0.682509 -1.288826 -1.939621 -0.9 1.1 -0.8 0.399
H 1.839947 -1.480859 -0.174771 0.9 0.7 0.0 0.391
H 0.072987 -2.376883 -1.169298 0.1 0.0 0.7 0.376
H -2.026641 2.886159 -0.116541 -1.5 0.6 0.2 0.424
H 0.031502 -2.380253 1.088533 -0.3 -0.4 1.0 0.402
H -0.815512 -1.103281 2.014079 0.3 -0.7 0.1 0.419
H 1.943928 2.418890 0.338886 -0.8 1.7 0.5 0.389
H -3.437638 0.789738 -0.033123 -3.1 0.6 -0.2 0.209
H -2.616159 -0.957562 -0.392312 0.6 -1.3 0.3 0.421
H 3.413978 1.637031 0.265761 -1.1 -0.1 -0.3 0.398
H -0.694992 1.888095 0.080065 -0.1 -1.1 -0.4 0.462
H 3.217201 -0.520339 -0.402888 1.3 -0.6 -0.5 0.389
```
Forces are in eV/Å.

=====

(2)
Density functional theory data (wB97M-V/def2-TZVPD) for a cluster of 3 separate species, C3H12NO2 in total in a non-equilibrium geometry.

Computed properties:
ΔE to the lowest compared entry with this formula, charge and spin: 1.983 eV
frontier orbital gap: 10.5 eV
DFT total energy: -326.44023 Eh
charge: +1

```
18
Properties=species:S:1:pos:R:3:forces:R:3:nbo_charge:R:1
O 1.224776 3.312749 -0.498036 0.9 -0.1 0.0 -0.951
O -1.900196 -0.385701 2.096071 0.0 -0.3 0.6 -0.958
N 0.503347 -0.027986 -0.020853 -0.2 2.7 0.0 -0.363
C 1.017945 -0.378426 1.094278 1.0 -2.7 -1.9 0.088
C -0.251671 -1.483682 -1.750729 -0.6 -1.7 -0.5 -0.647
C -0.781306 -0.491049 -0.771827 1.4 -0.4 3.0 -0.227
H 1.851521 3.575469 0.189688 -0.4 -0.1 0.4 0.475
H -1.228841 -0.875708 0.142544 -0.7 -1.0 -0.6 0.252
H 0.369261 -2.195365 -1.176406 0.1 0.4 -0.5 0.220
H -1.448765 0.330557 -0.996465 0.7 0.5 -0.7 0.256
H -1.436791 -0.252544 2.931530 0.1 0.3 0.0 0.478
H -1.027983 -2.162532 -2.143302 -0.1 0.6 0.1 0.260
H 0.753977 -1.384073 1.463175 -0.6 0.9 0.6 0.225
H 1.732402 3.633634 -1.255461 -0.5 -0.1 -0.4 0.481
H 0.268619 -1.084067 -2.625287 0.1 0.1 0.4 0.241
H 2.050774 -0.056300 1.299512 -0.8 0.6 0.4 0.234
H 0.972257 0.801857 -0.392389 -0.2 0.2 -0.4 0.441
H -2.669321 -0.876836 2.413959 -0.2 0.0 -0.4 0.492
```
Forces are in eV/Å.

=====

(3)
Density functional theory data (wB97M-V/def2-TZVPD) for a cluster of 3 separate species, C3H12NO2S in total in a non-equilibrium geometry.

Computed properties:
ΔE to the lowest compared entry with this formula, charge and spin: 0.972 eV
frontier orbital gap: 7.2 eV
DFT total energy: -724.94781 Eh
charge: -1

```
19
Properties=species:S:1:pos:R:3:forces:R:3:nbo_charge:R:1
S -0.485236 1.205674 1.242479 -0.8 -0.2 -0.1 -0.667
O 2.324434 1.831028 -0.112940 0.6 0.1 -0.6 -0.984
O -2.176295 2.912413 -0.999624 0.1 -0.8 -0.2 -0.972
N 0.053608 -0.335717 -1.261778 0.0 0.0 0.0 -0.909
C -1.143786 -0.470712 0.941270 1.6 -1.6 -0.9 -0.546
C 0.868482 -1.957422 0.479166 1.5 0.3 1.1 -0.629
C -0.296397 -1.294700 -0.172165 -0.1 2.5 -0.1 -0.072
H 2.410216 1.723730 0.837082 -0.4 -0.1 0.0 0.473
H -2.159830 2.224719 -0.303407 -0.1 0.5 0.5 0.491
H -0.939455 -1.024529 1.890748 -1.0 0.1 -0.7 0.191
H -0.912086 -1.953517 -0.773868 -0.4 -1.0 0.9 0.171
H -1.382634 2.584220 -1.443893 0.0 0.5 -0.3 0.461
H 1.535707 -2.347069 -0.285104 0.2 -0.4 0.0 0.188
H 1.501810 1.366370 -0.340956 0.1 0.2 0.7 0.491
H 1.512637 -1.296447 1.158230 -1.1 -0.2 -1.2 0.218
H -0.152340 0.607575 -0.900193 0.5 -0.3 -0.2 0.367
H -2.124194 -0.619463 0.471473 -0.5 0.7 1.1 0.184
H 0.558424 -2.736624 1.180168 -0.1 -0.3 -0.4 0.196
H 1.006935 -0.419530 -1.606689 -0.2 0.1 0.3 0.347
```
Forces are in eV/Å.

=====

(4)
Density functional theory data (wB97M-V/def2-TZVPD) for a cluster of 2 separate species, C3H12NO2S in total in a non-equilibrium geometry.

Computed properties:
ΔE to the lowest compared entry with this formula, charge and spin: 0.414 eV
frontier orbital gap: 9.7 eV
DFT total energy: -724.67815 Eh
charge: +1

```
19
Properties=species:S:1:pos:R:3:forces:R:3:nbo_charge:R:1
S 2.780758 0.002459 1.480367 0.1 -0.3 0.0 0.002
O 0.301471 0.196797 -2.580027 -0.2 -0.2 -0.1 -0.745
O -3.074283 -1.169756 1.146621 0.1 -0.1 0.0 -0.986
N -0.662207 -0.563096 -0.235289 -0.3 0.1 -0.3 -0.672
C 0.738126 0.956119 -1.476561 0.3 0.3 -0.1 -0.089
C 0.724005 0.041327 -0.291704 0.1 -1.1 0.8 -0.069
C 1.130534 0.620876 1.072663 -0.3 0.4 -0.6 -0.554
H -0.789765 -1.328654 0.424915 0.1 0.1 0.2 0.451
H 0.057936 1.781919 -1.311735 -0.3 0.4 0.1 0.182
H -3.979786 -0.859788 1.042217 0.0 0.1 0.0 0.497
H 2.715422 0.137561 2.805395 -0.1 0.1 0.1 0.154
H 1.189502 1.700077 0.980791 -0.2 0.2 0.2 0.235
H -3.155184 -1.933460 1.728208 0.0 0.0 0.1 0.493
H 0.844145 0.295202 -3.364679 0.2 0.2 0.0 0.512
H 0.361265 0.373952 1.803977 0.3 0.0 0.2 0.233
H -0.882331 -0.951044 -1.158724 0.0 0.2 -0.1 0.461
H 1.731601 1.394857 -1.565055 0.1 -0.2 -0.2 0.220
H -1.384695 0.131712 -0.021748 0.0 -0.2 0.1 0.445
H 1.353487 -0.827060 -0.479627 0.1 0.0 -0.3 0.231
```
Forces are in eV/Å.

=====

(5)
Density functional theory data (wB97M-V/def2-TZVPD) for a cluster of 2 separate species, C3H12NO2S in total in a non-equilibrium geometry.

Computed properties:
ΔE to the lowest compared entry with this formula, charge and spin: 1.402 eV
frontier orbital gap: 9.7 eV
DFT total energy: -724.64184 Eh
charge: +1

```
19
Properties=species:S:1:pos:R:3:forces:R:3:nbo_charge:R:1
S 2.394125 0.834677 1.335392 -0.9 0.1 -1.2 0.022
O -3.500615 -1.241744 1.059205 0.3 -1.0 0.2 -0.979
O -0.097103 -0.607558 -2.558046 -0.3 0.2 2.6 -0.725
N -1.366558 -0.641399 -0.162631 2.0 3.5 -1.3 -0.663
C 0.501961 0.320710 -1.663486 -0.8 -2.1 2.6 -0.069
C 0.583149 0.914025 0.820940 -0.7 2.1 0.3 -0.572
C 0.105195 -0.133007 -0.183776 1.9 -2.3 -1.4 -0.089
H -2.057925 -0.079325 -0.686607 0.7 -0.1 -0.4 0.440
H 0.737879 -1.057717 -0.059559 -1.0 0.6 0.3 0.232
H -4.279353 -0.770842 1.293703 -1.1 1.1 0.2 0.494
H -1.383024 -1.549407 -0.535963 -0.3 -1.7 -0.3 0.450
H 0.129100 0.984062 1.860536 0.0 -0.5 -1.5 0.265
H -3.696196 -2.102287 1.456702 0.3 -0.1 -0.1 0.499
H 0.279897 -0.494167 -3.392348 0.9 0.2 -2.3 0.496
H -1.723991 -0.533811 0.738078 -0.8 -0.8 2.2 0.457
H 0.320048 1.888915 0.266263 0.8 -0.9 1.4 0.230
H 0.025512 1.252331 -1.667538 -0.2 1.9 -1.1 0.165
H 2.946833 1.447689 0.250165 -0.3 -0.3 0.4 0.139
H 1.601049 0.333562 -1.602623 -0.4 0.2 -0.7 0.208
```
Forces are in eV/Å.

=====

(6)
Density functional theory data (wB97M-V/def2-TZVPD) for a structure of composition C3H12NO3 in a non-equilibrium geometry.

Computed properties:
ΔE to the lowest compared entry with this formula, charge and spin: 1.599 eV
frontier orbital gap: 8.2 eV
DFT total energy: -401.95691 Eh
charge: -1

```
19
Properties=species:S:1:pos:R:3:forces:R:3:nbo_charge:R:1
O 1.392981 -1.202469 -0.948632 0.3 1.3 -0.5 -1.123
O 1.424947 -0.090367 1.186375 -0.5 0.9 -1.2 -0.885
O 0.066235 -0.259219 -3.041731 -0.1 1.0 -0.1 -0.996
N -1.301885 0.092285 1.249329 0.7 -0.4 -2.2 -0.658
C -0.588366 1.344705 0.951935 1.9 0.1 0.8 -0.268
C 0.870433 1.170432 1.503137 0.1 -2.2 0.8 -0.069
C -1.999074 -0.457551 -0.009729 -0.3 1.0 2.6 -0.433
H 1.348498 -0.449910 -0.040361 0.5 -1.2 0.7 0.488
H 1.492539 1.991201 1.133466 0.0 0.3 0.3 0.130
H -0.288698 -1.139889 -2.961869 -0.1 -0.4 0.1 0.453
H -0.362860 1.568115 -0.099056 -0.8 -0.2 -0.3 0.162
H -0.468249 -0.513387 1.248607 -0.1 -0.1 0.7 0.387
H 0.564871 -0.183682 -2.191011 0.0 -0.7 -0.4 0.513
H -0.948627 2.262273 1.431173 -0.6 -0.2 -0.1 0.162
H -1.729407 -1.495924 -0.165642 0.3 -0.1 -0.2 0.179
H -1.754690 0.183698 -0.847744 -0.3 -0.2 -0.4 0.199
H 1.005481 -2.015996 -0.657236 -0.3 -0.5 0.4 0.438
H -3.033318 -0.440153 0.341035 -0.4 0.0 -1.1 0.175
H 0.871254 1.022694 2.600494 -0.3 1.5 0.0 0.145
```
Forces are in eV/Å.

=====

(7)
Density functional theory data (wB97M-V/def2-TZVPD) for a cluster of 3 separate species, C3H12NO3 in total in a non-equilibrium geometry.

Computed properties:
ΔE to the lowest compared entry with this formula, charge and spin: 2.281 eV
frontier orbital gap: 7.8 eV
DFT total energy: -401.93183 Eh
charge: -1

```
19
Properties=species:S:1:pos:R:3:forces:R:3:nbo_charge:R:1
O 0.397273 -1.501398 -0.168741 -2.6 -1.3 1.3 -0.924
O -2.765819 0.403428 -1.601929 0.6 2.9 -1.0 -0.975
O -2.113831 -1.718162 -0.147703 1.2 3.7 -4.0 -1.082
N 1.431069 0.356220 1.306353 0.3 1.8 0.5 -0.667
C 0.434532 1.430465 1.549504 0.4 -0.5 -1.4 -0.432
C 0.832637 -0.515619 -0.974815 2.3 -3.2 -0.6 -0.079
C 1.747700 0.282312 -0.090907 0.3 4.0 -1.7 -0.220
H -2.622832 -0.322304 -1.033140 0.0 -2.3 1.4 0.502
H -1.012779 -1.483345 -0.168642 -0.2 -0.8 -0.1 0.497
H -2.114279 -2.269514 0.539722 -0.3 -3.4 4.2 0.444
H 1.490861 -1.145318 -1.699899 -0.2 1.7 0.0 0.104
H -0.493267 0.944436 1.423936 -1.8 -0.3 0.7 0.190
H 2.069120 1.343379 -0.579903 -1.0 -1.8 1.3 0.130
H 2.639406 -0.196552 -0.153971 2.8 -1.7 -0.1 0.177
H 1.106276 -0.584144 1.564030 -0.4 0.7 -0.3 0.397
H -2.027363 0.987473 -1.319347 -0.8 -0.4 -0.5 0.449
H 0.542350 1.969340 2.498992 0.0 -0.2 -0.3 0.175
H 0.366202 2.126409 0.657723 0.8 -0.3 1.2 0.181
H 0.092735 -0.107115 -1.601258 -1.3 1.4 -0.6 0.131
```
Forces are in eV/Å.

=====

(8)
Density functional theory data (wB97M-V/def2-TZVPD) for a cluster of 4 separate species, C3H12NO3 in total in a non-equilibrium geometry.

Computed properties:
ΔE to the lowest compared entry with this formula, charge and spin: 3.257 eV
frontier orbital gap: 10.0 eV
DFT total energy: -401.62928 Eh
charge: +1

```
19
Properties=species:S:1:pos:R:3:forces:R:3:nbo_charge:R:1
O 0.840951 -1.054912 1.156393 -0.1 -1.4 3.5 -0.978
O -2.220029 0.188804 0.181896 -4.0 0.7 2.7 -0.972
O -1.144075 -3.085222 0.509118 -0.1 0.0 -0.3 -0.973
N 1.188784 1.024229 -0.136173 2.5 3.6 -2.7 -0.404
C -0.251167 1.059749 -1.917172 -1.4 0.5 0.6 -0.307
C 2.008402 1.736201 0.558283 -1.0 0.9 -2.8 0.060
C 1.016674 1.339356 -1.586576 -4.8 -2.2 2.6 -0.106
H 0.724132 0.207141 0.234975 0.1 -0.9 0.6 0.469
H -3.212607 -0.196118 0.370133 3.7 1.2 -0.8 0.511
H -2.258701 1.023587 0.778026 0.1 -1.9 -1.5 0.480
H 1.524192 -1.322609 1.898305 -2.3 0.7 -2.2 0.514
H -1.347704 -3.622156 -0.283562 0.1 0.2 1.0 0.494
H -0.974370 0.785184 -1.087203 1.2 0.1 -1.1 0.243
H -1.310924 -3.593554 1.313441 -0.1 -0.3 -0.6 0.481
H 1.824005 1.506208 -2.177467 2.4 0.8 -1.3 0.230
H -0.093829 -1.199766 1.534692 2.0 -0.2 -0.8 0.527
H -0.851090 1.180072 -2.832998 1.3 0.0 0.0 0.242
H 2.169467 1.285527 1.515413 0.6 0.8 0.9 0.231
H 2.367883 2.738281 -0.029515 -0.3 -2.7 2.2 0.258
```
Forces are in eV/Å.